Entry from OMol25: 2 unconnected molecules or ions with the total composition C8H17BrClN2O in a non-equilibrium geometry (the ωB97M-V functional and the def2-TZVPD basis).

Properties
ΔE to the lowest compared entry with this formula, charge and spin: 79.9 kJ/mol
Total charge: +1
Kohn-Sham gap (alpha / beta): 6.08 / 6.08 eV
LUMO level (alpha / beta): -5.38 / -5.37 eV
Multiplicity: 1

Element x y z (Å)
1 Br -1.3933 -3.2715 2.0435
2 Cl -3.0001 0.3163 3.2100
3 O 2.0532 0.4612 -0.6827
4 N -0.4097 0.1052 2.6355
5 N -0.2054 -0.1756 0.3888
6 C -1.6974 -0.0046 2.1618
7 C -1.6143 -0.1145 0.6421
8 C -2.0960 1.2012 -0.1986
9 C 3.1804 0.8900 -1.3115
10 C 0.4554 -0.4547 1.7468
11 C 0.2615 -1.2382 -0.6533
12 C -1.9644 0.9631 -1.6643
13 C 1.7342 -0.9074 -0.8566
14 H -2.4483 0.0482 -2.0415
15 H 4.1849 0.3975 -1.0327
16 H -0.2120 0.6816 3.5115
17 H -0.8599 0.8850 -1.8822
18 H 1.4998 -0.0834 1.7725
19 H 0.4468 -1.5308 1.8330
20 H 3.0307 0.9157 -2.4357
21 H -0.1275 -1.0601 -1.6213
22 H -1.3155 1.9609 -0.0035
23 H 0.1151 -2.2059 -0.2385
24 H 3.3869 1.9561 -1.2804
25 H 2.4182 -1.5440 -0.3274
26 H -3.0808 1.4153 0.2390
27 H 0.2327 0.6395 -0.1069
28 H 1.9658 -1.0035 -1.8240
29 H -2.3535 1.6994 -2.3294
30 H -2.1878 -0.9418 0.3059

Forces on the atoms, in the same order (eV/Å):
Br 0.06 1.12 -0.18
Cl 0.91 -0.22 -1.33
O -2.07 0.50 2.41
N -4.56 2.36 2.15
N 2.66 -2.17 -1.21
C 2.21 0.18 1.54
C -2.06 2.72 -0.60
C 0.26 -0.78 2.20
C 3.04 0.65 -3.06
C 3.11 -0.15 -2.34
C 1.54 1.66 1.38
C 0.95 -1.72 -1.02
C 0.71 0.25 1.85
H 0.21 0.00 0.42
H -1.77 0.24 -0.31
H -0.12 -1.61 -1.49
H -1.12 0.12 -0.19
H -0.80 0.10 -0.06
H -0.15 -0.82 0.25
H 0.29 -1.13 0.79
H -1.53 0.09 -0.37
H -0.92 0.18 0.67
H -0.44 -0.87 0.18
H -0.53 0.30 1.37
H 0.28 -0.28 0.79
H 0.23 0.51 -0.67
H -0.60 0.13 1.15
H 0.57 -1.47 -3.98
H -0.23 1.09 0.02
H -0.11 -1.00 -0.34

---

Entry from OMol25: a molecular structure, C27H43BrN2P2Sn in a non-equilibrium geometry (the ωB97M-V functional and the def2-TZVPD basis).

Properties
ΔE to the lowest compared entry with this formula, charge and spin: 436.9 kJ/mol
Total charge: +2
Kohn-Sham gap (alpha / beta): 4.30 / 4.30 eV
LUMO level (alpha / beta): -7.58 / -7.58 eV
Multiplicity: 1

Element x y z (Å)
1 Sn -0.6012 1.2782 -0.9430
2 Br 3.0752 -1.2808 -3.1646
3 P -1.5600 -0.8331 -3.8676
4 P -2.4516 1.5313 0.7576
5 N -0.7094 -1.1012 0.7253
6 N 4.1492 8.0870 1.1063
7 C 1.0516 2.3653 -2.3929
8 C 1.2377 -2.3277 2.0083
9 C 0.4969 -1.4954 -5.7631
10 C 1.6698 2.6161 -1.0727
11 C 2.9882 5.5041 0.8091
12 C -1.9601 -3.2879 -2.9202
13 C 0.1494 -1.6622 1.3000
14 C 1.4491 3.8259 -0.3472
15 C 2.9185 7.9285 0.6022
16 C -3.7895 2.1177 -0.3330
17 C -3.5107 3.3448 -1.1887
18 C 4.8284 6.9851 1.4540
19 C 4.2905 5.6861 1.3823
20 C -3.7203 0.6104 -4.7458
21 C -1.8381 2.8720 1.8442
22 C 2.4514 4.1685 0.5351
23 C 0.1815 -1.0970 -4.3212
24 C -2.4394 0.7465 -3.9041
25 C 3.4289 1.0396 -1.6211
26 C 1.6514 1.3800 -3.2432
27 C -1.7417 -1.8518 -2.4011
28 C -4.1449 0.8340 2.8209
29 C -3.1669 0.2812 1.7971
30 C 2.7174 0.5267 -2.7319
31 C 2.2712 6.6831 0.4683
32 C -1.0634 2.4058 3.0693
33 C 2.5824 1.6112 -0.6680
34 H -0.0570 -2.4168 -5.9851
35 H 0.6352 4.5152 -0.6317
36 H -2.6834 1.0771 -2.8825
37 H 4.8317 4.8119 1.7889
38 H -3.7012 -0.4387 1.1573
39 H 0.8722 -3.0949 2.6911
40 H -3.2568 4.1999 -0.5526
41 H 2.4142 8.8549 0.3194
42 H -4.0551 1.2222 -0.9170
43 H -2.3345 -0.2226 2.2946
44 H 0.1583 -0.7184 -6.4627
45 H -1.0219 -3.8661 -2.9588
46 H -1.2156 3.5666 1.2636
47 H -1.7006 1.9525 3.8265
48 H -2.3896 -3.1850 -3.9295
49 H 1.8006 -1.6048 2.6035
50 H -2.6875 3.2108 -1.9032
51 H -0.3229 1.6178 2.8824
52 H -4.9460 1.3483 2.2915
53 H -4.5745 -0.0063 3.3805
54 H 0.7092 -1.7549 -3.6115
55 H 1.9269 -2.8097 1.3133
56 H -2.6185 -1.5435 -1.8544
57 H -4.6016 2.2939 0.3818
58 H -3.6790 1.5507 3.4988
59 H -4.1986 1.5780 -4.8949
60 H 0.6813 -0.1529 -4.1641
61 H 4.5037 0.9810 -1.4565
62 H 1.3389 1.3777 -4.3030
63 H -0.9268 -1.7093 -1.6902
64 H -3.5094 0.2012 -5.7395
65 H -4.3990 -0.0918 -4.2687
66 H 0.1909 2.9686 -2.7669
67 H 2.6419 1.2832 0.3647
68 H -2.7536 3.3999 2.1370
69 H -0.5943 3.2688 3.5350
70 H -1.8270 1.5396 -4.3485
71 H 5.8500 7.0624 1.8260
72 H 1.2243 6.6441 0.1112
73 H 1.6024 -1.5961 -5.8361
74 H 3.0920 3.3516 0.9153
75 H -4.4328 3.5622 -1.7434
76 H -2.6834 -3.8421 -2.3051

Forces on the atoms, in the same order (eV/Å):
Sn 0.04 -3.00 -0.80
Br 1.00 0.89 -0.46
P -0.40 -1.77 -1.48
P 0.11 1.06 0.59
N 2.55 -1.07 1.26
N 0.25 -0.75 -0.38
C 2.90 0.76 -0.55
C 0.21 -0.13 0.17
C -0.25 -0.08 0.27
C -2.20 -2.24 -2.20
C -0.19 1.42 0.95
C 0.02 -0.31 0.19
C -1.87 1.26 -1.31
C 0.47 1.08 1.97
C -0.28 -0.52 0.36
C 0.00 -0.36 0.68
C -0.18 0.09 0.24
C -0.63 -0.84 0.10
C -1.10 -0.25 -0.48
C 0.18 -0.10 -0.07
C -0.80 0.19 -0.10
C -0.03 0.02 -0.42
C 0.81 1.19 -0.03
C 0.13 1.17 0.09
C -1.16 -1.10 -0.20
C -0.18 0.48 1.00
C -0.20 -0.08 0.63
C -0.34 0.11 -0.09
C -0.20 -0.78 0.51
C -0.45 1.94 -0.37
C 0.56 0.03 -0.01
C 0.01 -0.47 0.38
C 0.05 0.90 0.06
H 0.52 0.10 -0.27
H 0.83 -0.20 -0.25
H -0.15 0.10 -0.15
H -0.16 0.64 -0.48
H 0.45 0.05 0.09
H -0.22 0.06 -0.08
H -0.16 -0.04 -0.19
H 0.03 -0.31 0.10
H -0.08 0.30 -0.01
H -0.19 -0.14 -0.16
H 0.14 -0.25 0.13
H -0.39 0.23 -0.12
H -0.23 -0.09 -0.04
H -0.21 0.16 -0.04
H 0.24 -0.43 0.36
H -0.13 0.04 -0.10
H -0.18 -0.06 -0.02
H 0.16 0.38 -0.31
H -0.25 -0.02 0.27
H 0.07 0.38 -0.01
H -1.06 -0.02 -0.23
H -0.14 0.09 -0.12
H -0.61 0.22 0.21
H -0.22 0.13 -0.43
H -0.14 -0.21 0.06
H -0.14 0.02 0.19
H -0.02 -0.26 0.01
H -0.27 -1.39 0.34
H 0.18 -0.37 0.91
H 0.13 -0.51 -0.08
H 0.19 0.06 0.23
H -0.20 0.06 0.03
H 1.23 0.10 -0.06
H 1.09 1.08 0.31
H 0.30 0.31 0.18
H 0.21 -0.09 0.00
H 0.16 -0.04 0.10
H -0.29 0.45 0.00
H 0.84 0.04 0.10
H -0.78 -0.23 -0.29
H -0.15 0.60 -0.62
H 0.44 0.19 -0.02
H 0.33 0.12 -0.05

---

Entry from OMol25: 2 unconnected molecules or ions with the total composition C4H12 in a non-equilibrium geometry (the ωB97M-V functional and the def2-TZVPD basis).

Properties
ΔE to the lowest compared entry with this formula, charge and spin: 33.4 kJ/mol
SMILES: CC.CC
Kohn-Sham gap: 12.57 eV
LUMO level: 1.14 eV
Multiplicity: 1

Element x y z (Å)
1 C 1.9848 1.0229 -2.0730
2 C 1.3435 -0.1306 -1.3256
3 C -1.7882 -1.1822 1.9064
4 C -1.4785 0.2946 1.5746
5 H 3.0381 1.1893 -1.8607
6 H -1.5740 0.4958 0.4955
7 H 1.9024 -0.4280 -0.4309
8 H -2.1229 1.0319 2.0471
9 H -2.7951 -1.4352 1.5521
10 H -1.7722 -1.3003 2.9895
11 H -1.1820 -1.9053 1.3577
12 H 1.5319 1.9852 -1.7828
13 H 1.7355 0.9564 -3.1312
14 H 0.2867 0.0380 -1.1397
15 H 1.3080 -1.0625 -1.9144
16 H -0.4179 0.4301 1.7355

Forces on the atoms, in the same order (eV/Å):
C -0.81 1.04 0.12
C 0.16 -1.19 -0.24
C -1.18 0.71 -0.47
C 0.31 -0.88 -1.36
H 0.17 -0.49 -0.40
H -0.19 -0.25 0.18
H -0.43 0.39 0.13
H 0.22 -0.16 0.47
H -0.08 0.14 0.33
H 0.22 -0.44 -0.11
H 0.51 0.26 0.41
H -0.03 -0.30 0.17
H 0.57 -0.07 -0.15
H 0.01 0.28 0.50
H 0.35 0.33 -0.13
H 0.19 0.62 0.55

---

Entry from OMol25: a molecular structure, C32H84As6F36N5O5 in a non-equilibrium geometry (the ωB97M-V functional and the def2-TZVPD basis).

Properties
Total charge: -2
Kohn-Sham gap (alpha / beta): 2.81 / 8.37 eV
LUMO level (alpha / beta): 2.31 / 2.25 eV
Multiplicity: 2
Expectation value of S²: 0.751

Element x y z (Å)
1 As -0.7804 0.0085 -5.9358
2 As 3.4661 3.0001 0.9950
3 As -5.8916 -0.7454 1.2392
4 As -4.5504 -3.9139 -4.8783
5 As 0.0857 -6.3199 -4.4152
6 As 0.6991 -5.1846 1.9232
7 F -4.6335 -3.1095 -6.5242
8 F -0.9851 -1.7771 -6.0893
9 F -7.3488 -1.7000 0.9310
10 F 0.7711 -0.2830 -4.9777
11 F -2.8018 -3.7843 -4.9013
12 F 0.3367 -5.4900 3.6452
13 F 0.8086 -6.6288 -2.8000
14 F -4.5237 -4.7041 -3.2783
15 F 3.5486 1.4448 0.0136
16 F -6.5983 0.1145 2.6070
17 F -0.5330 -5.9143 -6.0685
18 F 1.2439 -6.8644 1.6172
19 F 0.8799 -4.8172 0.1796
20 F -1.7297 0.0174 -4.3478
21 F 3.2063 3.8773 -0.4942
22 F -4.2214 -5.5061 -5.6328
23 F -4.7770 -2.2294 -4.1735
24 F 0.0192 -4.5642 -4.1426
25 F 1.7425 -6.0971 -5.1333
26 F -6.3191 -4.1486 -4.9092
27 F -0.0079 -8.0166 -4.9009
28 F -4.2243 -0.0143 1.6069
29 F 2.4094 -4.7869 2.3198
30 F 3.7388 2.0679 2.4966
31 F 0.1275 -0.0676 -7.4705
32 F -2.2370 0.2636 -6.8608
33 F -5.3957 -2.0713 2.3570
34 F 5.3200 3.2104 0.9519
35 F -5.1647 -1.6536 -0.1362
36 F 3.2612 4.5467 2.0238
37 F 0.1159 -3.4507 2.0547
38 F -6.3147 0.6458 0.2115
39 F 1.6870 2.6117 1.0426
40 F -1.6006 -6.3291 -3.8024
41 F -0.5476 1.7918 -5.8728
42 F -0.9992 -5.6656 1.5957
43 O -3.0879 2.4745 -1.7952
44 O 0.1171 -0.7902 -1.5223
45 O 0.3407 0.1348 4.9663
46 O 4.0575 -1.7761 -1.8289
47 O 2.5853 4.1515 -3.3685
48 N -2.2469 4.9610 -0.2485
49 N 4.5033 5.7817 -1.9924
50 N -2.1320 -2.3856 -2.4963
51 N 4.8419 -2.4083 1.0645
52 N -2.4175 -1.5933 5.1097
53 C 5.2486 6.9357 -4.2450
54 C 5.9358 -1.4804 0.4566
55 C -2.1054 -3.5709 -0.3289
56 C -3.8406 1.4157 -2.3197
57 C -2.3678 3.4801 0.3369
58 C 1.6530 3.1901 -3.8576
59 C 3.5323 4.7892 -4.2014
60 C -1.7239 -1.3966 6.4915
61 C 4.0844 6.0851 -3.4803
62 C 4.0987 -3.2639 0.0371
63 C -0.2108 -2.0451 -1.0049
64 C -3.5326 -0.5349 4.9861
65 C -3.7407 7.0322 -0.8773
66 C 6.3652 -2.9111 3.1384
67 C 3.9454 -1.4441 1.9436
68 C -1.8899 -4.2071 5.2239
69 C -3.3255 2.5864 -0.4164
70 C 1.0139 1.3760 4.8480
71 C -1.3522 -1.4871 3.9754
72 C 0.2516 0.2466 -0.4859
73 C 3.1635 -2.4991 -1.0058
74 C 5.5561 -3.4117 2.0202
75 C -4.6909 -0.7028 6.0115
76 C 2.8251 -2.1381 2.6795
77 C -3.6421 5.4994 -0.5369
78 C 3.4126 -0.8270 -2.7472
79 C -1.6831 -2.2534 -1.0607
80 C -1.5750 5.8646 0.8690
81 C -0.2051 5.4139 1.3756
82 C -1.2835 4.8875 -1.4749
83 C -0.5970 -0.1333 3.9407
84 C -2.9640 -3.0711 5.0512
85 H -2.1721 -1.3967 -0.5968
86 H -0.9341 -3.9910 5.7014
87 H 2.7493 -3.2508 -1.6778
88 H 2.7925 -1.3190 -3.4966
89 H 0.9260 2.8384 -3.1257
90 H 2.2805 2.4511 -4.3558
91 H -2.9761 7.3118 -1.6021
92 H 1.7821 1.1792 4.1002
93 H -1.6181 -3.6752 0.6405
94 H -0.2277 4.4228 1.8288
95 H -3.4094 -3.0181 4.0577
96 H -1.8648 -1.5359 -2.9725
97 H -4.3979 5.2060 0.1916
98 H -3.1810 1.6241 0.0746
99 H -3.9575 -0.6918 3.9947
100 H -0.9809 5.9072 -1.7130
101 H 2.9711 0.0528 -2.2791
102 H -1.9161 -1.5597 3.0454
103 H -2.1843 5.8850 1.7726
104 H 6.2070 -3.9828 1.3582
105 H 5.5131 -0.8406 -0.3181
106 H 6.5441 -3.7310 3.8341
107 H 4.2587 3.9890 -4.3431
108 H 6.4348 -0.8550 1.1968
109 H 4.7207 -4.0444 2.3201
110 H -0.6714 0.5393 0.0146
111 H -3.0494 0.4387 5.0676
112 H -3.7152 7.6943 -0.0118
113 H 1.0447 0.1337 0.2533
114 H -1.6365 -0.3252 6.6716
115 H -4.9139 1.5673 -2.4343
116 H 5.8978 -2.1618 3.7773
117 H 0.2655 -2.9274 -1.4324
118 H 2.3231 -1.8321 -0.8137
119 H 4.8516 -3.8161 -0.5253
120 H -3.6187 0.4603 -1.8441
121 H -4.6774 7.1834 -1.4137
122 H 3.6290 -0.7272 1.1860
123 H -1.1924 0.7441 3.6884
124 H -5.2008 0.2356 6.2292
125 H 4.4756 6.5488 -1.3360
126 H 3.2307 6.7433 -3.3190
127 H -1.5412 -3.0457 -2.9815
128 H -5.4771 -1.4094 5.7454
129 H 1.3739 1.7749 5.7963
130 H 1.1726 3.8143 -4.6111
131 H -0.0647 -0.1837 2.9909
132 H 3.0832 5.1734 -5.1173
133 H 3.4653 -3.9247 0.6289
134 H 6.1729 6.4281 -3.9691
135 H -4.3535 2.8608 -0.1798
136 H -2.4225 -1.8336 7.2049
137 H 3.2119 -2.8950 3.3618
138 H 6.7063 -1.9979 -0.1149
139 H 0.2925 2.1120 4.4930
140 H 7.3448 -2.4481 3.0196
141 H -3.1041 -2.6576 -2.5291
142 H -4.2713 -1.0484 6.9563
143 H 0.3147 -2.1812 -0.0597
144 H -1.4357 6.8608 0.4491
145 H -0.6261 -2.2991 4.0162
146 H -2.4005 -5.0122 5.7521
147 H 0.5610 5.3837 0.6008
148 H -3.8170 -3.0892 5.7295
149 H 4.6980 -0.9736 2.5764
150 H 4.0794 4.9652 -1.5756
151 H 5.2615 7.9094 -3.7553
152 H 5.0550 7.0163 -5.3147
153 H -1.9209 -4.4848 -0.8935
154 H 0.2634 6.0693 2.1098
155 H -0.4352 4.2808 -1.1581
156 H -2.5942 3.5624 1.3999
157 H 4.2569 -0.5904 -3.3948
158 H -0.7306 -1.8388 6.4142
159 H 2.0416 -2.5267 2.0290
160 H -3.1701 -3.6020 -0.0977
161 H -1.3973 2.9881 0.4017
162 H 0.6044 1.1244 -1.0273
163 H -1.7530 4.5038 -2.3807
164 H -3.9501 4.9358 -1.4176
165 H 5.5041 5.6458 -1.9964
166 H 2.2879 -1.3669 3.2316
167 H -1.6017 -4.5564 4.2324
168 H -3.2867 1.3444 -3.2557

Forces on the atoms, in the same order (eV/Å):
As 0.75 -2.17 -0.42
As 0.93 -1.29 1.80
As 0.91 -1.67 -0.74
As 0.01 -0.48 -2.16
As -1.03 1.59 -2.18
As -1.40 -1.56 -1.75
F -0.07 -1.01 1.96
F 0.15 2.28 0.73
F 0.69 1.45 0.34
F -1.88 0.78 -0.97
F -0.87 0.87 0.76
F 0.80 0.50 -1.14
F -0.77 0.09 -1.58
F 0.10 1.18 -0.74
F 0.41 0.46 0.35
F 0.44 -0.41 -0.61
F 0.49 -0.67 1.43
F -0.53 1.78 0.67
F 0.47 -0.14 1.78
F 1.08 0.14 -1.45
F -0.07 1.15 -1.43
F -1.14 1.26 0.51
F 0.52 -1.90 -0.10
F 0.53 -0.53 0.72
F -1.24 -0.63 1.11
F 1.31 0.24 0.01
F 0.43 0.83 0.92
F -1.60 -0.35 -0.35
F -1.57 -0.27 -0.27
F -0.31 -0.26 0.13
F -0.29 0.50 1.25
F 0.42 0.13 0.76
F -0.07 1.04 -0.42
F -0.99 0.13 -0.45
F -0.35 1.41 1.37
F -0.12 -0.65 -0.72
F 0.85 -1.40 0.68
F 0.44 -1.25 0.79
F -0.09 0.47 0.35
F 1.77 -0.59 -0.10
F -0.02 -1.35 0.44
F 1.56 0.45 0.52
O 0.03 1.34 2.03
O 0.81 1.43 0.89
O -1.18 -1.12 1.36
O -0.20 1.41 -0.45
O 0.36 1.77 2.62
N 1.04 -0.66 1.70
N 1.40 0.51 -2.47
N 1.53 0.69 1.39
N 1.75 1.04 0.94
N 1.33 -0.68 1.43
C -1.58 -1.60 2.17
C -0.58 -0.12 -0.76
C -0.28 0.50 0.21
C 1.29 -0.97 -2.02
C 0.46 0.85 -0.46
C 1.19 1.51 -2.15
C -0.31 -0.41 1.38
C -0.82 0.09 -1.52
C -0.05 0.12 0.16
C -1.78 1.56 -0.11
C 0.78 -0.76 0.60
C -0.69 -1.18 -0.37
C 0.24 -1.23 -0.04
C 0.55 1.13 2.33
C 0.72 -0.71 -1.65
C -1.11 0.60 -0.77
C -0.10 0.02 0.74
C -0.50 -0.22 -1.11
C -0.44 1.84 0.91
C 0.37 0.16 -1.72
C 1.59 -0.47 -1.03
C -0.95 -0.15 -2.28
C 0.80 -0.17 0.35
C 0.04 0.70 -0.21
C 0.07 0.58 -1.46
C 1.58 -1.28 -0.64
C -0.94 -2.03 1.31
C 0.82 -0.40 -0.16
C 0.54 -0.82 -0.71
C -0.74 0.78 0.64
C 0.66 -0.02 -1.19
C 0.59 1.54 -0.50
H -0.36 0.01 -0.28
H -0.35 0.40 0.34
H -0.31 -0.71 0.47
H -0.84 -0.22 0.63
H 0.64 0.02 0.17
H -0.79 -0.78 0.10
H 0.19 0.06 0.18
H 0.41 0.91 0.10
H 0.15 0.20 -0.32
H 0.02 -0.02 -0.03
H 0.01 -0.75 -0.17
H -0.79 0.94 -0.77
H 0.66 0.03 0.63
H -0.12 -0.36 0.07
H 0.18 0.33 -0.23
H 0.20 0.01 0.28
H -0.02 -0.27 0.21
H 0.03 -0.06 -0.05
H -0.79 0.04 -0.55
H -0.19 -0.21 -0.10
H -0.58 0.03 0.44
H -0.03 -0.27 -0.14
H 0.75 0.54 -0.77
H -0.43 -0.29 0.33
H 0.33 -0.13 0.34
H -0.40 -0.46 0.00
H -0.03 -0.18 -0.05
H 0.09 -0.15 -0.04
H 0.05 -0.87 0.08
H 0.12 -0.14 -0.08
H 0.07 0.26 0.20
H -0.62 -0.06 -0.07
H 0.23 0.30 -1.53
H 0.12 -0.13 1.39
H -0.11 0.10 0.01
H -0.26 0.05 0.58
H -0.13 -0.07 0.22
H -0.27 0.26 0.32
H -0.78 0.12 0.74
H 0.26 0.14 -0.28
H -1.00 0.94 0.41
H -0.10 -0.11 -0.29
H 0.01 -1.27 -0.42
H 0.29 -0.04 -0.46
H 0.21 -0.67 0.06
H -0.94 -0.90 -0.48
H 0.47 -0.44 -0.36
H 0.07 -0.20 -0.43
H 0.18 -0.16 -0.16
H 0.24 0.09 -0.67
H -0.35 0.06 -0.24
H 0.60 -0.17 0.15
H -0.35 0.08 -0.01
H -0.17 -0.81 0.40
H 0.10 0.30 -0.35
H 0.07 -0.28 -1.05
H -0.55 0.10 -0.68
H -0.16 0.10 0.20
H -1.05 0.29 0.99
H -0.52 -0.07 -0.13
H -0.33 -0.11 0.35
H 0.25 -0.07 -0.02
H -0.10 -0.19 -0.20
H 0.38 -0.18 0.32
H -0.42 0.13 0.08
H -1.00 -1.08 0.50
H 0.03 0.11 -0.27
H 0.11 -0.15 0.17
H 0.40 0.17 -0.24
H -0.64 0.33 0.13
H -0.11 0.13 -0.17
H -0.78 0.26 -0.12
H 0.14 0.79 0.25
H -0.31 -0.07 0.39
H 0.51 -0.19 -0.05
H -0.19 0.36 -0.27
H 0.45 0.59 -0.77
H -0.19 0.04 -0.16
H -0.33 -0.44 0.53
H 0.09 0.08 -0.18
H 0.71 -0.79 -0.07
H 0.24 0.15 0.38
H -0.19 -0.14 0.10
H -1.02 -0.54 -0.66